# C4H13N3

C4H13N3 in the gas phase (ωB97M-V with the def2-TZVPD basis set, OMol25).

Computed properties:
* total energy: -324.44636 hartree
* gap between HOMO and LUMO: 9.694 eV
* HOMO level: -8.573 eV
* SMILES: NCCCNCN

Geometry as ORCA input:
```
! wB97M-V def2-TZVPD RIJCOSX def2/J DEFGRID3
* xyz 0 1
C 0.32584 -0.45029 0.38438
C -0.17797 -0.69642 -1.05160
C 0.72400 -0.09233 -2.10769
N 2.08324 -0.64936 -2.08084
N 0.00798 0.88392 0.83466
C -1.20861 1.10068 1.50523
N -1.44553 0.16511 2.63766
H 1.40441 -0.58950 0.40983
H -0.11550 -1.17294 1.07500
H -1.17309 -0.26240 -1.08735
H -0.26800 -1.77478 -1.22753
H 0.80545 0.98714 -1.94965
H 0.26488 -0.24782 -3.08524
H 2.31693 -0.98328 -3.01045
H 2.11722 -1.48226 -1.50047
H 0.74605 1.51503 1.09254
H -1.25656 2.13057 1.87393
H -2.10138 0.97793 0.88471
H -2.33232 0.39323 3.06650
H -0.71705 0.24779 3.33638
*
```


# C29H27BGeI2NO3V

A molecular structure, C29H27BGeI2NO3V (ωB97M-V with the def2-TZVPD basis set, OMol25).

Computed properties:
* total energy: -5042.38227 hartree
* gap between HOMO and LUMO: 5.875 eV
* HOMO level: -13.683 eV

Geometry as ORCA input:
```
! wB97M-V def2-TZVPD RIJCOSX def2/J DEFGRID3
* xyz 2 1
V 1.25016 2.36614 1.09968
I 3.67975 3.42121 0.47898
I 4.76502 3.51956 2.90842
C 2.76463 4.30583 -2.95618
C 1.77539 5.13901 -2.43729
C 0.77459 4.61116 -1.64640
C 0.72676 3.22063 -1.39574
C 1.73614 2.39246 -1.92498
C 2.74996 2.93979 -2.70307
Ge -0.77268 2.49553 -0.45091
C -1.50840 0.85206 -1.02133
C -1.37003 0.45045 -2.35360
C -1.97071 -0.72246 -2.78540
C -2.69499 -1.49871 -1.89242
C -2.82975 -1.11091 -0.56433
C -2.24051 0.06329 -0.12773
C -1.86760 3.79526 0.38763
C -1.34399 4.91628 1.04681
C -2.18640 5.88251 1.56467
C -3.56363 5.74176 1.41835
C -4.09504 4.63956 0.76900
C -3.25337 3.66096 0.25727
H 3.54770 4.72750 -3.57314
H 1.79026 6.19717 -2.66067
H 0.00481 5.26218 -1.25422
H 1.70488 1.31884 -1.77461
H 3.51482 2.30030 -3.12317
H -0.81031 1.04796 -3.06403
H -1.87701 -1.03071 -3.81756
H -3.16335 -2.41255 -2.23299
H -3.39733 -1.72129 0.12454
H -2.35660 0.35617 0.91026
H -0.27070 5.05215 1.16148
H -1.77945 6.74524 2.07396
H -4.22378 6.50159 1.81491
H -5.16640 4.54042 0.66095
H -3.68285 2.80070 -0.24271
C 1.37938 -6.64437 -0.06385
C 0.83010 -5.63204 0.94092
C -0.69114 -5.80565 1.02898
C 1.46104 -5.90749 2.30980
C 1.14600 -4.18730 0.53280
C 1.92254 -3.88501 -0.59331
C 2.24831 -2.58272 -0.97114
C 1.74803 -1.59458 -0.16203
O 1.91308 -0.19046 -0.27328
B 1.19677 0.27816 0.78954
O 0.61651 -0.66446 1.57712
C 0.97649 -1.86781 0.94465
C 0.65524 -3.14497 1.32893
H 1.12506 -7.64986 0.27060
H 2.46641 -6.59425 -0.14405
H 0.95038 -6.51146 -1.05863
H -0.93478 -6.83943 1.27695
H -1.17727 -5.56701 0.08126
H -1.12861 -5.17460 1.80429
H 1.26468 -6.93690 2.61209
H 1.05222 -5.25480 3.08316
H 2.54293 -5.76725 2.28747
H 2.29387 -4.68984 -1.20951
H 2.85538 -2.37398 -1.83968
H 0.05320 -3.32859 2.20710
O -0.98530 1.66227 4.48994
C -0.39186 1.90967 3.54641
N 0.25134 2.17770 2.52904
*
```


# C59H160N2O20

20 unconnected molecules or ions with the total composition C59H160N2O20 (ωB97M-V with the def2-TZVPD basis set, OMol25).

Computed properties:
* total energy: -3958.12802 hartree
* gap between HOMO and LUMO: 9.447 eV
* HOMO level: -9.238 eV

Geometry as ORCA input:
```
! wB97M-V def2-TZVPD RIJCOSX def2/J DEFGRID3
* xyz 0 1
C -7.05754 0.81059 -3.94546
C -6.51636 -0.21116 -2.92654
C -5.40695 -1.15810 -3.37123
O -6.11317 0.54802 -1.76915
H -8.00207 1.32480 -3.76783
H -7.25302 0.42455 -4.94589
H -6.25296 1.50966 -4.17363
H -7.34455 -0.81537 -2.55621
H -5.12659 -1.86487 -2.59022
H -4.49623 -0.57405 -3.50377
H -5.56940 -1.70925 -4.29748
H -5.34802 1.09910 -1.94928
C 0.71075 -1.39261 0.09463
C 0.18082 -0.15471 -0.62426
C 0.12325 1.14998 0.22712
O 1.03671 0.08569 -1.79507
H 1.67524 -1.11245 0.51815
H 0.86859 -2.25115 -0.55814
H 0.07707 -1.66709 0.93796
H -0.81138 -0.35471 -1.02877
H -0.53564 1.08279 1.09282
H -0.12585 2.00095 -0.40684
H 1.11333 1.31296 0.65290
H 1.07320 -0.72643 -2.30568
C -0.35300 -3.28255 3.96464
C -0.95697 -2.40436 5.05999
C -0.35282 -0.96443 5.14100
O -2.32605 -2.21301 4.86462
H -0.85180 -4.24743 3.87356
H 0.69531 -3.47649 4.19168
H -0.41860 -2.73533 3.02424
H -0.85518 -2.90469 6.02301
H 0.02466 -0.57501 4.19550
H 0.58008 -1.05334 5.69769
H -0.92447 -0.15352 5.59237
H -2.53800 -2.05364 3.94197
C 4.66603 0.04163 -2.17710
C 4.34706 -0.37167 -0.71435
C 4.19532 -1.85742 -0.51542
O 5.42171 0.08717 0.07610
H 4.82968 1.11261 -2.29680
H 3.84422 -0.17563 -2.85939
H 5.55050 -0.46082 -2.56869
H 3.46995 0.19368 -0.39947
H 3.48265 -2.36496 -1.16550
H 3.95335 -2.14229 0.50850
H 5.15063 -2.33427 -0.73472
H 5.80377 0.92264 -0.20252
C -1.82444 4.64760 4.20791
C -0.96772 3.95021 3.19302
C -1.29612 4.40037 1.74989
O 0.46300 4.06893 3.39781
H -1.61788 4.29138 5.21714
H -2.87979 4.45661 4.01334
H -1.58131 5.70344 4.32698
H -1.23261 2.89601 3.27410
H -2.28830 4.22419 1.33438
H -0.57916 3.94911 1.06402
H -1.04003 5.45171 1.61872
H 0.97081 3.82819 2.61949
C 3.41686 -4.69321 2.16036
C 3.32172 -5.66899 1.00397
C 3.51310 -7.10741 1.50451
O 1.98958 -5.62173 0.49328
H 3.24899 -3.67563 1.80759
H 4.32840 -4.88134 2.72763
H 2.61604 -4.91435 2.86597
H 4.01958 -5.49631 0.18466
H 4.53552 -7.14111 1.88081
H 3.48004 -7.75501 0.62837
H 2.76041 -7.39052 2.24033
H 1.34662 -5.73041 1.19783
C -5.55458 4.35857 1.09227
C -6.00137 3.01606 0.61991
C -6.86940 2.16781 1.58448
O -6.58798 3.27336 -0.60038
H -4.90852 4.17217 1.95014
H -6.27406 5.10466 1.42961
H -4.91606 4.89638 0.39144
H -5.10884 2.41744 0.43791
H -7.88087 2.56885 1.64937
H -6.37676 2.10167 2.55455
H -6.90089 1.14037 1.22189
H -6.51953 2.49330 -1.15574
C 2.10663 -0.13531 -5.71604
C 2.61757 -1.41642 -6.34856
C 1.74969 -1.75711 -7.53377
O 3.97480 -1.21652 -6.74012
H 2.20268 0.71812 -6.38725
H 2.66550 0.04295 -4.79735
H 1.07897 -0.15799 -5.35339
H 2.51231 -2.25022 -5.65443
H 2.11729 -2.64477 -8.04859
H 1.75156 -0.93805 -8.25297
H 0.69085 -1.79866 -7.27835
H 4.30632 -2.11649 -6.78189
C -2.43942 1.59392 -4.03050
C -2.71152 2.02182 -2.59387
C -1.91035 3.19939 -2.09039
O -4.09812 2.30555 -2.60933
H -2.37797 2.51142 -4.61576
H -3.19380 0.88821 -4.37832
H -1.42234 1.22261 -4.15616
H -2.50419 1.23490 -1.86870
H -1.99756 3.13982 -1.00551
H -2.22361 4.19029 -2.41915
H -0.85687 3.13857 -2.36351
H -4.24017 3.25307 -2.66952
C 4.36075 3.76543 1.23362
C 3.04675 4.59097 1.62168
C 3.08384 5.98076 1.02194
O 1.84446 3.96659 1.16425
H 4.31924 2.82860 1.78926
H 5.23737 4.25884 1.65335
H 4.52463 3.65759 0.16142
H 2.99169 4.59263 2.71028
H 3.99452 6.49062 1.33626
H 2.18087 6.53473 1.27859
H 3.10237 5.84018 -0.05880
H 1.88357 3.87245 0.20968
C -0.32221 7.65506 -1.23218
C 0.19814 7.98957 -2.61203
C -0.51789 7.15273 -3.65755
O 0.12617 9.40604 -2.84393
H -1.37677 7.90129 -1.10821
H 0.23931 8.14868 -0.43900
H -0.33392 6.57877 -1.06025
H 1.27818 7.84341 -2.59613
H -0.28549 6.08857 -3.69818
H -0.47835 7.54926 -4.67209
H -1.58230 7.03402 -3.45493
H -0.78172 9.69236 -2.72000
C 5.82918 0.62042 4.03241
C 5.06258 -0.69031 3.49498
C 3.72195 -0.38997 2.82991
O 5.93280 -1.27752 2.52554
H 5.29581 1.32363 4.67204
H 6.34985 1.15392 3.23719
H 6.66660 0.31305 4.65879
H 4.79780 -1.42775 4.25272
H 3.83899 0.39277 2.08044
H 3.02648 -0.04699 3.59593
H 3.37794 -1.32050 2.37840
H 5.80275 -0.90295 1.65125
C -1.40886 -2.36268 -4.73211
C -1.94579 -3.22918 -3.60604
C -2.07308 -4.66804 -4.07419
O -1.06390 -3.14088 -2.48515
H -2.20071 -2.21180 -5.46581
H -0.54890 -2.86480 -5.17532
H -1.19102 -1.32738 -4.46980
H -2.90331 -2.84680 -3.25244
H -1.09821 -5.09985 -4.30060
H -2.82517 -4.75929 -4.85786
H -2.43664 -5.33900 -3.29591
H -1.19816 -3.88009 -1.88753
C -4.18630 -0.82846 0.29504
C -3.11272 -1.01662 1.37569
C -2.92455 0.26322 2.22835
O -3.42597 -2.08984 2.23331
H -3.92843 0.01626 -0.34375
H -5.15738 -0.50534 0.67015
H -4.38879 -1.66721 -0.37098
H -2.13067 -1.15655 0.92391
H -2.99151 1.17889 1.64084
H -2.05422 0.36869 2.87604
H -3.81227 0.47693 2.82365
H -4.30290 -2.39855 1.99393
C 1.35527 3.30806 -3.95605
C 2.49531 3.08415 -2.99349
C 3.41086 4.24333 -2.77919
O 2.01877 2.85394 -1.64742
H 1.85666 3.60452 -4.87736
H 0.58304 3.96843 -3.56149
H 0.81862 2.37389 -4.12171
H 3.03536 2.16932 -3.23747
H 2.90975 5.07699 -2.28724
H 3.71845 4.55491 -3.77739
H 4.34250 4.04926 -2.24771
H 1.64931 1.96857 -1.68247
C 2.54877 2.39916 5.79654
C 1.63512 3.34337 6.55786
C 2.02800 4.86734 6.62413
O 0.31173 3.31513 6.05339
H 2.39129 2.47026 4.72032
H 2.27695 1.36032 5.98368
H 3.59708 2.64899 5.96005
H 1.52499 3.03974 7.59891
H 1.87565 5.43214 5.70440
H 3.09807 5.02512 6.75886
H 1.55072 5.40387 7.44415
H 0.35708 3.58886 5.13436
C -5.30434 1.04042 6.93202
C -4.17343 0.77904 5.96895
C -3.72877 2.06477 5.27260
O -3.08520 0.14895 6.64309
H -5.66645 0.05946 7.23973
H -6.12165 1.56227 6.43424
H -5.05543 1.56165 7.85639
H -4.47950 0.01634 5.25291
H -4.39279 2.41633 4.48292
H -2.74927 1.88658 4.82882
H -3.47118 2.89659 5.92821
H -2.87498 -0.47026 5.94025
O 1.33346 -2.24277 -3.24482
H 0.41773 -2.38051 -3.00255
H 1.72490 -3.11557 -3.20966
C -3.18979 -4.81639 -0.10475
C -1.76703 -4.89405 0.48776
C -1.62773 -6.02717 1.53148
O -0.36875 -5.88020 2.14661
C -0.22939 -6.94843 3.12981
N -0.83501 -5.17032 -0.62502
H -3.26750 -4.04732 -0.87325
H -3.93289 -4.67730 0.68046
H -3.40734 -5.68135 -0.73134
H -1.50978 -3.94794 0.96398
H -1.75654 -7.02406 1.10991
H -2.44797 -5.91557 2.24061
H -0.22528 -7.94459 2.68738
H -1.02229 -6.92583 3.87741
H 0.75107 -6.84774 3.59527
H -1.02391 -6.10710 -0.95193
H 0.12985 -5.24161 -0.33511
C 2.14306 -5.17963 -4.82503
C 2.69306 -5.56361 -3.47922
C 4.15072 -4.99945 -3.27534
O 5.05680 -5.84960 -4.04571
C 6.41766 -5.36124 -4.13438
N 1.84444 -4.92550 -2.46419
H 2.17167 -4.09038 -4.85358
H 1.08054 -5.41768 -4.87484
H 2.67188 -5.61175 -5.67457
H 2.70907 -6.63440 -3.27611
H 4.46015 -5.10622 -2.23565
H 4.21401 -3.92593 -3.45322
H 6.42750 -4.30968 -4.42114
H 7.04879 -5.88063 -4.85550
H 6.87626 -5.54429 -3.16264
H 0.88136 -5.16285 -2.65455
H 2.05372 -5.26830 -1.53748
*
```